[1]
This record from the OMol25 dataset describes CH3NS3 in the gas phase at a distorted geometry. The level of theory is ωB97M-V/def2-TZVPD.

XYZ file:
```
8
Properties=species:S:1:pos:R:3
H 1.165 0.629 -1.527
H 0.233 0.030 1.225
N 0.237 0.434 0.255
S -1.267 0.887 -0.302
S -2.286 -0.832 -0.182
S 2.747 -0.375 0.006
C 1.354 0.213 -0.590
H -2.183 -0.985 1.115
```

## Properties
**HOMO-LUMO gap**: 8.946 eV
**Energy above the lowest of the compared OMol25 structures with the same formula, charge and spin**: 0.7 kcal per mole
**HOMO**: -8.950 eV
**SMILES**: S=CNSS

---

[2]
This record from the OMol25 dataset describes CH3NS3 in the gas phase at a distorted geometry. The level of theory is ωB97M-V/def2-TZVPD.

XYZ file:
```
8
Properties=species:S:1:pos:R:3
S -0.959 2.135 0.213
N 0.143 0.764 0.500
H 0.493 0.972 1.414
H 1.495 -2.428 -0.570
S -1.187 -0.934 -1.059
H -1.264 1.686 -1.102
C -0.107 -0.456 0.019
S 1.386 -1.739 0.585
```

## Properties
**HOMO-LUMO gap**: 8.912 eV
**Energy above the lowest of the compared OMol25 structures with the same formula, charge and spin**: 19.0 kcal per mole
**HOMO**: -8.878 eV
**SMILES**: S=C(S)NS

---

[3]
This record from the OMol25 dataset describes 2 unconnected molecules or ions with the total composition CH3NSSi at a distorted geometry. The level of theory is ωB97M-V/def2-TZVPD.

XYZ file:
```
7
Properties=species:S:1:pos:R:3
S -1.358 -0.636 0.125
H 1.029 0.369 -0.530
C 0.610 -1.732 1.271
N 1.522 -2.294 1.640
Si -0.179 1.061 -0.620
H -0.897 2.005 0.087
H -0.728 1.227 -1.973
```

## Properties
**HOMO-LUMO gap**: 7.557 eV
**Energy above the lowest of the compared OMol25 structures with the same formula, charge and spin**: 101.6 kcal per mole
**HOMO**: -10.488 eV

---

[4]
This record from the OMol25 dataset describes 2 unconnected molecules or ions with the total composition CH3O2. The level of theory is ωB97M-V/def2-TZVPD.

XYZ file:
```
6
Properties=species:S:1:pos:R:3
C -0.117 -0.747 -0.404
H -1.113 -0.541 0.041
H 0.220 0.037 -1.088
H -0.025 1.699 1.138
O 0.448 -1.799 -0.162
O 0.587 1.351 0.476
```

## Properties
**Net charge**: -1
**HOMO-LUMO gap**: 7.617 eV
**Energy above the lowest of the compared OMol25 structures with the same formula, charge and spin**: 18.1 kcal per mole
**HOMO**: -2.880 eV

---

[5]
This record from the OMol25 dataset describes 2 unconnected molecules or ions with the total composition CH3O2PS at a distorted geometry. The level of theory is ωB97M-V/def2-TZVPD.

XYZ file:
```
8
Properties=species:S:1:pos:R:3
S 0.474 2.021 0.742
O 2.118 0.522 1.854
H -1.018 0.303 -0.616
C 2.556 1.019 2.806
H 1.119 -0.608 -0.510
O 2.899 1.505 3.777
H 0.432 0.850 -2.013
P 0.232 0.616 -0.576
```

## Properties
**HOMO-LUMO gap**: 9.167 eV
**Energy above the lowest of the compared OMol25 structures with the same formula, charge and spin**: 20.8 kcal per mole
**HOMO**: -8.553 eV
**SMILES**: [PH3]=S.O=C=O

---

[6]
This record from the OMol25 dataset describes 2 unconnected molecules or ions with the total composition CH3O2S at a distorted geometry. The level of theory is ωB97M-V/def2-TZVPD.

XYZ file:
```
7
Properties=species:S:1:pos:R:3
H 2.226 1.203 2.361
S 1.806 0.375 1.408
H 0.238 -0.307 0.447
H -0.308 0.429 -1.509
O -2.248 -0.538 -1.524
C -1.123 -0.310 -1.154
O -0.591 -0.851 -0.029
```

## Properties
**Net charge**: -1
**HOMO-LUMO gap**: 7.633 eV
**Energy above the lowest of the compared OMol25 structures with the same formula, charge and spin**: 15.4 kcal per mole
**HOMO**: -3.545 eV

---

[7]
This record from the OMol25 dataset describes 2 unconnected molecules or ions with the total composition CH3O2S2 at a distorted geometry. The level of theory is ωB97M-V/def2-TZVPD.

XYZ file:
```
8
Properties=species:S:1:pos:R:3
O -0.534 -1.855 -1.019
H -0.425 0.944 -0.969
H 0.088 1.136 0.809
O 0.141 -1.701 1.226
H -1.615 0.328 0.254
C -0.522 0.563 0.005
S 0.256 -1.104 -0.111
S 2.610 1.689 -0.194
```

## Properties
**Net charge**: -1
**HOMO-LUMO gap (spin up / spin down)**: 4.953 / 6.594 eV
**Energy above the lowest of the compared OMol25 structures with the same formula, charge and spin**: 83.4 kcal per mole
**HOMO (spin up / spin down)**: -3.419 / -3.367 eV

---

[8]
This record from the OMol25 dataset describes a molecular structure, CH3O2Si at a distorted geometry. The level of theory is ωB97M-V/def2-TZVPD.

XYZ file:
```
7
Properties=species:S:1:pos:R:3
H -1.573 0.710 -0.151
H -0.227 -0.247 -2.186
C 0.458 -0.774 0.799
O 0.320 0.345 1.633
Si -0.144 0.356 -0.613
H 0.689 1.535 -0.654
O 0.476 -1.925 1.171
```

## Properties
**Net charge**: -1
**HOMO-LUMO gap**: 7.946 eV
**Energy above the lowest of the compared OMol25 structures with the same formula, charge and spin**: 16.1 kcal per mole
**HOMO**: -3.695 eV